This record from OMol25 describes a single C3H10BN molecule at a distorted geometry. The level of theory is ωB97M-V/def2-TZVPD.

XYZ file:
```
15
Properties=species:S:1:pos:R:3:lowdin_charge:R:1
B 0.92370 -0.61184 0.07377 -0.34
C 1.48410 -0.85582 -1.34774 -0.07
C -1.12136 0.98243 -0.56988 0.01
C -0.75884 0.19647 1.73144 -0.14
N -0.24982 0.07465 0.40610 -0.14
H 1.48701 -1.04695 0.99523 0.06
H 0.69554 -0.87516 -2.06961 0.03
H 1.98181 -1.75301 -1.55557 0.02
H 2.31252 -0.18336 -1.86106 0.11
H -1.57043 1.90652 -0.03634 0.11
H -0.44694 1.31482 -1.23295 0.02
H -1.91520 0.28831 -0.90153 0.09
H -0.84134 1.15306 2.12313 0.05
H -1.79231 -0.16293 1.71542 0.08
H -0.18845 -0.42720 2.52959 0.12
```

Gap between HOMO and LUMO in eV: 10.233
HOMO energy in eV: -9.3963
M in Da: 70.93
SMILES: CBN(C)C
Charge: 0
Largest force on an atom in eV Å⁻¹: 5.26
Spin multiplicity: 1

This record from OMol25 describes 2 unconnected molecules or ions with the total composition C3H10BrNSi at a distorted geometry. The level of theory is ωB97M-V/def2-TZVPD.

XYZ file:
```
16
Properties=species:S:1:pos:R:3:lowdin_charge:R:1
C -1.31652 -1.40356 -0.96687 -0.24
C -0.90577 0.76824 1.32759 -0.24
C 3.86912 -0.66020 0.85300 -0.51
N -1.16222 1.51571 -1.54971 -0.07
Si -0.80012 0.23331 -0.50671 0.47
Br 2.46214 0.15871 -0.12341 0.53
H -2.44507 -1.29662 -0.86094 0.06
H -1.10508 -1.65006 -1.99436 0.03
H -0.99488 -2.18663 -0.30432 0.03
H 0.07282 0.72039 1.81206 -0.02
H -1.19535 1.77464 1.46430 -0.01
H -1.55650 -0.03917 1.90783 0.07
H 3.79522 -0.05817 1.74113 -0.08
H 3.74666 -1.73166 1.01396 -0.04
H -0.58329 2.31614 -1.66675 0.03
H -1.88116 1.53892 -2.14680 -0.03
```

Gap between HOMO and LUMO (spin up / spin down) in eV: 8.531 / 5.183
HOMO energy (spin up / spin down) in eV: -8.1237 / -5.5732
M in Da: 168.11
Charge: 0
Largest force on an atom in eV Å⁻¹: 4.26
Spin multiplicity: 1

This record from OMol25 describes a molecular structure, C3H10Cl2NOPSi at a distorted geometry. The level of theory is ωB97M-V/def2-TZVPD.

XYZ file:
```
19
Properties=species:S:1:pos:R:3:lowdin_charge:R:1
C 1.59675 -0.04851 2.02378 -0.18
C 1.14315 1.32467 -0.70831 -0.16
C 0.50449 -1.68242 -0.48258 -0.16
N -2.16970 0.26228 -2.05497 -0.21
O -0.88676 0.29340 1.07338 -0.40
Si 0.47997 -0.10562 0.46120 0.19
P -2.50340 0.23279 -0.52786 0.00
Cl -3.53104 1.62725 0.39484 0.38
Cl -3.14097 -1.50388 0.15032 0.41
H 2.66456 -0.20904 1.67058 0.04
H 1.64564 0.89127 2.60264 0.03
H 1.36393 -0.97919 2.57558 0.02
H 1.86094 1.86228 -0.16342 -0.02
H 1.85117 1.10639 -1.54610 0.03
H 0.23903 1.91135 -0.96946 0.01
H 1.25569 -1.78715 -1.18722 0.01
H 0.47858 -2.61625 0.00658 0.02
H -0.56710 -1.71051 -0.75817 -0.02
H -2.28495 1.13092 -2.56082 0.01
```

Gap between HOMO and LUMO in eV: 8.216
HOMO energy in eV: -9.2720
M in Da: 206.09
Charge: 0
Largest force on an atom in eV Å⁻¹: 6.52
Spin multiplicity: 1

This record from OMol25 describes a single C3H10ClFN3OP molecule at a distorted geometry. The level of theory is ωB97M-V/def2-TZVPD.

XYZ file:
```
20
Properties=species:S:1:pos:R:3:lowdin_charge:R:1
C -1.38343 -0.47899 -1.80256 -0.08
O -1.59720 -1.37500 -0.73282 -0.16
C -0.62721 -1.38450 0.24056 -0.87
N 0.63473 -1.78380 -0.26751 0.05
Cl -1.09642 -2.73207 1.35175 0.72
C -0.68054 -0.01995 1.08835 -0.42
F -1.38910 -0.21888 2.22766 -0.02
N 0.57525 0.54344 1.50257 -0.13
P 1.35304 1.54412 0.37406 0.64
N 0.68037 2.94601 0.25908 -0.29
H -1.15330 0.53548 -1.49402 0.08
H -0.58748 -0.81323 -2.45175 0.09
H -2.27741 -0.43502 -2.38519 0.09
H 0.96633 -1.21263 -1.02885 0.05
H 1.32902 -1.90364 0.44987 0.07
H -1.22587 0.74611 0.55523 0.13
H 1.18041 -0.13148 1.95847 0.09
H 2.70651 1.59329 0.74016 0.01
H 1.24009 0.88415 -0.86109 -0.01
H 1.32964 3.68366 0.49203 -0.05
```

Gap between HOMO and LUMO in eV: 9.771
HOMO energy in eV: -9.2543
M in Da: 189.56
SMILES: CO[C@](N)(Cl)[C@@H](F)N[PH2]=N
Charge: 0
Largest force on an atom in eV Å⁻¹: 1.89
Spin multiplicity: 1

This record from OMol25 describes 2 unconnected molecules or ions with the total composition C3H10N. The level of theory is ωB97M-V/def2-TZVPD.

XYZ file:
```
14
Properties=species:S:1:pos:R:3:lowdin_charge:R:1
N -1.58398 -1.01272 0.33681 0.31
H -1.08646 -1.71546 0.88425 0.15
H -0.99761 -0.54284 -0.38899 0.09
H -2.43784 -1.39962 -0.06827 0.16
H -1.77310 -0.25402 0.99240 0.16
C 1.39281 -0.02488 0.61800 -0.11
C 0.62598 1.05140 -0.10549 -0.25
C 0.30638 0.98313 -1.39867 -0.01
H 0.99356 -0.23817 1.61562 0.07
H 1.40519 -0.97215 0.07672 0.08
H 2.40841 0.33075 0.77813 0.09
H 0.38014 1.90542 0.51514 0.11
H -0.10092 1.83693 -1.92015 0.07
H 0.46744 0.05222 -1.93551 0.07
```

Gap between HOMO and LUMO in eV: 10.187
HOMO energy in eV: -14.2112
M in Da: 60.12
Charge: +1
Largest force on an atom in eV Å⁻¹: 0.58
Spin multiplicity: 1

This record from OMol25 describes 2 unconnected molecules or ions with the total composition C3H10N at a distorted geometry. The level of theory is ωB97M-V/def2-TZVPD.

XYZ file:
```
14
Properties=species:S:1:pos:R:3:lowdin_charge:R:1
N -1.07499 -0.85747 2.08412 0.32
H -1.87836 -0.59341 1.50992 0.16
H -0.23585 -0.62767 1.52891 0.10
H -1.14335 -1.86544 2.26074 0.16
H -1.02302 -0.32249 2.95386 0.16
C 0.74002 1.59043 -1.38473 -0.09
C 0.54828 0.32439 -0.58775 -0.27
C 0.15309 -0.85726 -1.05461 -0.02
H 1.71421 1.48294 -1.85436 0.09
H 0.79587 2.47676 -0.75464 0.07
H -0.01932 1.72371 -2.15662 0.08
H 1.33522 0.24049 0.17278 0.09
H 0.56124 -1.81868 -0.77298 0.06
H -0.47303 -0.89631 -1.94462 0.07
```

Gap between HOMO and LUMO in eV: 9.632
HOMO energy in eV: -13.7484
M in Da: 60.12
Charge: +1
Largest force on an atom in eV Å⁻¹: 2.40
Spin multiplicity: 1

This record from OMol25 describes 2 unconnected molecules or ions with the total composition C3H10N at a distorted geometry. The level of theory is ωB97M-V/def2-TZVPD.

XYZ file:
```
14
Properties=species:S:1:pos:R:3:lowdin_charge:R:1
N -0.29353 0.53909 -1.96987 0.29
H 0.07322 -0.05668 -1.26098 0.05
H -0.15973 0.11710 -2.85359 0.13
H -1.30623 0.56177 -1.70683 0.15
H 0.17864 1.54218 -1.77391 0.24
C 1.07533 0.21540 1.51003 -0.13
C 0.24046 -0.88353 0.99795 -0.18
C -1.13736 -0.62218 0.52231 -0.04
H 1.75480 0.79907 0.73568 0.12
H 0.52491 0.92928 2.06345 0.06
H 1.87384 -0.20019 2.12695 0.08
H 0.56486 -1.86438 0.73344 0.08
H -1.70493 -1.43247 0.05241 0.05
H -1.68427 0.35554 0.82297 0.09
```

Gap between HOMO and LUMO in eV: 9.354
HOMO energy in eV: -13.5568
M in Da: 60.12
Charge: +1
Largest force on an atom in eV Å⁻¹: 7.32
Spin multiplicity: 1

This record from OMol25 describes 2 unconnected molecules or ions with the total composition C3H10N at a distorted geometry. The level of theory is ωB97M-V/def2-TZVPD.

XYZ file:
```
14
Properties=species:S:1:pos:R:3:lowdin_spin:R:1
C 1.44690 -2.98486 -4.64696 0.59
H 1.29151 -2.06071 -3.94354 0.17
H 1.09040 -2.73449 -5.66224 0.05
H 2.47323 -3.35526 -4.80132 0.04
H 0.83914 -3.66236 -3.92217 0.15
C -0.12456 2.12842 1.79314 0.00
C -1.26168 0.94547 3.61133 0.00
N -1.29065 1.58132 2.50018 0.00
H -0.46958 2.63048 0.89800 0.00
H 0.30733 2.91126 2.41623 0.00
H 0.55160 1.34370 1.48158 0.00
H -0.46781 1.18233 4.31356 0.00
H -2.15924 0.38265 3.84433 0.00
H -2.22660 1.69207 2.11787 0.00
```

Gap between HOMO and LUMO (spin up / spin down) in eV: 12.258 / 4.766
HOMO energy (spin up / spin down) in eV: -19.7850 / -19.7851
M in Da: 60.12
Charge: +2
Largest force on an atom in eV Å⁻¹: 1.66
Spin multiplicity: 2

Relative energy (zero: lowest compared OMol25 entry of this formula, charge and spin) in kcal/mol, matching the order above: 31.1; 77.5; 56.7; 10.1; 24.5; 33.8; 51.8; 43.7
Calculated total energy in eV, matching the order above: -5439.163; -82680.018; -49022.550; -34318.128; -4755.803; -4755.398; -4754.619; -4740.300